[1]
Here is a molecular structure, C24H18AsF7N2O7PPdS in a non-equilibrium geometry from the OMol25 dataset. Energies are from ωB97M-V/def2-TZVPD.

Summary:
- frontier orbital gap (alpha / beta) (eV) = 4.7 / 5.3
- E_tot (eV) = -145959.732
- multiplicity = 2
- LUMO level (alpha / beta) (Ha) = -0.14667 / -0.12190
- energy relative to the best compared isomer or geometry (same formula, charge and spin) (kcal/mol) = 44.9
- <S²> = 0.8336
- E_HOMO (alpha / beta) (eV) = -8.65 / -8.65

The geometry in XYZ format:
```
62
Properties=species:S:1:pos:R:3:forces:R:3
Pd -0.430 0.101 0.166 0.96 2.25 2.68
O 1.244 -1.274 0.491 -0.53 -0.35 -0.20
S 2.167 -0.253 1.033 1.63 -0.33 0.41
O 3.475 -0.244 0.466 -0.10 -0.05 0.17
O 1.450 1.046 1.036 -0.32 0.22 -0.17
C 2.295 -0.599 2.785 -0.20 0.23 -0.42
C 3.456 -1.023 3.397 0.08 -0.02 -0.15
C 3.485 -1.147 4.779 -0.11 -0.02 -0.12
C 2.354 -0.856 5.527 -0.02 0.03 0.02
C 1.184 -0.451 4.908 -0.31 0.07 -0.29
C 1.156 -0.317 3.522 0.08 -0.05 -0.39
P -0.367 0.236 2.693 -0.86 0.01 0.16
C -1.620 -0.939 3.299 0.26 0.15 -0.81
C -2.651 -0.617 4.173 0.04 0.23 0.04
C -3.609 -1.570 4.473 -0.03 0.03 0.06
C -3.555 -2.828 3.895 0.10 0.04 -0.07
C -2.516 -3.158 3.035 0.05 0.03 0.02
C -1.552 -2.215 2.728 0.21 0.06 0.04
C -0.690 1.916 3.248 -0.08 -0.45 -0.60
C -1.966 2.449 3.051 -0.07 -0.13 -0.06
C -2.204 3.778 3.343 -0.06 0.06 0.04
C -1.169 4.593 3.778 -0.09 -0.14 -0.07
C 0.101 4.067 3.962 0.16 -0.12 0.05
C 0.346 2.732 3.701 0.10 -0.08 -0.07
H 4.314 -1.231 2.780 0.19 -0.01 -0.02
H 4.388 -1.463 5.275 0.12 -0.05 0.02
H 2.382 -0.938 6.603 0.00 -0.01 0.09
H 0.301 -0.214 5.484 -0.04 -0.06 0.11
H -2.703 0.365 4.620 -0.05 0.07 0.01
H -4.413 -1.322 5.151 -0.04 0.03 0.04
H -4.330 -3.550 4.105 -0.03 -0.06 0.04
H -2.468 -4.143 2.594 0.00 -0.02 -0.08
H -0.745 -2.448 2.039 -0.12 -0.08 0.00
H -2.752 1.827 2.648 -0.09 0.00 -0.10
H -3.194 4.185 3.202 -0.06 0.03 -0.05
H -1.347 5.643 3.951 -0.02 0.08 0.06
H 0.908 4.701 4.294 0.07 0.05 0.03
H 1.335 2.318 3.833 0.13 0.04 -0.03
F 1.326 4.476 -5.334 0.11 0.01 0.02
C 1.229 4.845 -4.051 -0.44 -0.29 0.24
C 0.280 4.303 -3.258 0.71 0.35 -1.04
N 0.116 4.697 -1.968 0.37 0.42 0.44
C -0.923 4.114 -1.171 -0.24 -0.84 0.74
C -0.607 2.648 -0.749 0.28 1.49 -1.32
O 0.173 1.974 -1.420 0.21 -0.40 -0.17
O -1.250 2.245 0.248 -0.33 -1.78 1.15
C 0.983 5.604 -1.365 -0.41 -0.33 -0.50
O 0.883 5.934 -0.210 0.05 0.17 0.63
N 1.938 6.118 -2.206 0.33 0.24 0.12
C 2.175 5.838 -3.552 -0.40 -0.32 0.09
O 3.064 6.381 -4.157 0.16 0.06 -0.22
H -0.396 3.546 -3.626 -0.02 -0.02 -0.04
H -1.859 4.077 -1.738 0.08 0.09 0.10
H -1.057 4.708 -0.266 -0.04 -0.01 -0.23
H 2.576 6.783 -1.780 -0.16 -0.14 -0.07
F -1.715 -1.830 -0.342 -0.77 0.69 -0.16
As -3.193 -0.844 -0.750 -1.14 -0.36 -0.28
F -4.532 0.218 -1.074 0.83 -0.51 0.18
F -2.883 0.037 0.788 -0.14 -0.44 -0.83
F -4.183 -1.969 0.145 0.60 0.56 -0.43
F -2.051 0.249 -1.596 -0.85 -0.66 0.37
F -3.429 -1.723 -2.224 0.25 0.36 0.76
```
Positions in Å, forces in eV/Å.

[2]
Here is a single C24H18ClN3O2 molecule in a non-equilibrium geometry from the OMol25 dataset. Energies are from ωB97M-V/def2-TZVPD.

Summary:
- frontier orbital gap (eV) = 7.5
- SMILES = CC(/C=N/NC(=O)c1cc(-c2ccc(Cl)cc2)nc2ccccc12)=C\c1ccco1
- E_tot (eV) = -46267.081
- multiplicity = 1
- LUMO level (Ha) = -0.01098
- E_HOMO (eV) = -7.83

The geometry in XYZ format:
```
48
Properties=species:S:1:pos:R:3:forces:R:3
C -0.342 2.184 0.309 0.04 -0.07 0.07
C -1.512 2.714 -0.459 0.33 1.00 0.15
C -2.469 1.770 -0.968 -0.72 -0.62 -0.42
N -2.320 0.519 -0.766 0.50 0.66 0.41
N -3.194 -0.358 -1.270 -0.96 0.32 -0.65
C -3.086 -1.714 -1.101 -0.07 0.12 -0.08
O -3.936 -2.449 -1.558 0.06 -0.07 0.06
C -1.885 -2.159 -0.338 0.58 -0.22 0.05
C -0.643 -1.664 -0.651 -0.26 -0.33 0.09
C 0.479 -2.052 0.116 -0.43 -0.33 0.15
C 1.811 -1.488 -0.144 0.47 0.19 -0.07
C 2.742 -1.453 0.895 -0.12 0.02 -0.13
C 3.998 -0.914 0.706 0.08 0.06 -0.09
C 4.338 -0.406 -0.539 -0.24 -0.11 0.00
Cl 5.907 0.277 -0.786 0.18 0.08 -0.03
C 3.436 -0.445 -1.590 0.17 0.07 0.01
C 2.179 -0.982 -1.389 -0.08 -0.08 0.21
N 0.380 -2.890 1.122 0.51 0.20 -0.14
C -0.813 -3.427 1.424 -0.68 0.01 -0.17
C -0.876 -4.344 2.495 -0.19 -0.14 0.11
C -2.067 -4.912 2.847 0.30 0.00 0.06
C -3.243 -4.590 2.151 -0.17 0.17 -0.20
C -3.218 -3.700 1.112 -0.27 -0.18 0.16
C -2.007 -3.100 0.718 0.40 0.07 0.04
C -1.703 4.032 -0.709 0.00 -1.06 0.11
C -0.863 5.117 -0.314 -0.38 1.24 -0.32
C -1.044 6.468 -0.537 0.00 -0.92 0.08
C 0.060 7.120 0.042 0.50 -0.30 0.31
C 0.838 6.134 0.574 -0.01 0.96 -0.09
O 0.293 4.929 0.366 -0.02 -0.46 0.01
H -0.457 1.116 0.466 0.07 -0.04 0.05
H 0.583 2.366 -0.236 0.10 -0.03 0.01
H -0.259 2.686 1.270 0.06 -0.04 0.05
H -3.316 2.163 -1.543 0.01 -0.06 0.00
H -4.011 -0.031 -1.795 0.27 -0.22 0.16
H -0.526 -0.957 -1.455 0.01 0.05 0.01
H 2.455 -1.857 1.853 0.00 -0.02 0.08
H 4.712 -0.885 1.514 0.07 0.02 0.06
H 3.719 -0.058 -2.557 0.05 0.03 -0.07
H 1.494 -1.026 -2.222 -0.08 0.01 -0.08
H 0.041 -4.576 3.013 0.10 -0.01 0.05
H -2.114 -5.616 3.665 0.03 -0.05 0.06
H -4.174 -5.053 2.442 -0.09 -0.01 0.00
H -4.121 -3.466 0.569 -0.06 -0.01 -0.02
H -2.576 4.343 -1.269 -0.08 -0.01 -0.06
H -1.868 6.922 -1.049 -0.21 0.02 -0.12
H 0.253 8.173 0.062 0.11 0.20 0.04
H 1.769 6.166 1.106 0.11 -0.11 0.07
```
Positions in Å, forces in eV/Å.

[3]
Here is a molecular structure, C24H18CrN10O3S in a non-equilibrium geometry from the OMol25 dataset. Energies are from ωB97M-V/def2-TZVPD.

Summary:
- frontier orbital gap (alpha / beta) (eV) = 3.5 / 6.7
- E_tot (eV) = -85471.323
- multiplicity = 5
- charge = -2
- LUMO level (alpha / beta) (Ha) = 0.15826 / 0.15819
- <S²> = 6.0774
- E_HOMO (alpha / beta) (eV) = 0.80 / -2.41

The geometry in XYZ format:
```
57
Properties=species:S:1:pos:R:3:forces:R:3
Cr -0.859 0.282 0.901 -1.84 1.44 -0.13
C 4.930 -3.349 -0.434 1.86 -9.26 -0.09
O 5.144 -2.316 -1.131 -1.31 7.75 -2.74
C 4.038 -1.374 -0.973 0.27 3.20 2.02
C 4.401 0.090 -0.994 4.11 -1.31 -3.07
C 3.683 1.155 -0.558 -2.62 -2.86 0.72
C 2.335 0.726 0.054 4.07 1.53 -1.66
C 1.570 1.866 0.159 -5.94 2.92 -0.11
C 1.861 3.362 0.170 3.27 -0.02 3.32
O 0.303 1.785 0.221 0.70 -0.59 0.08
C 1.843 -0.574 0.044 -2.05 -2.31 1.21
O 0.590 -0.984 0.566 5.38 0.89 -2.04
C 2.781 -1.634 -0.463 -0.11 1.92 -0.33
H 4.107 -3.389 0.103 -4.23 0.40 2.48
H 5.645 -3.702 0.364 0.53 0.69 -1.15
H 4.715 -4.270 -1.187 0.84 1.20 1.63
H 5.435 0.208 -1.653 -2.52 0.07 1.96
H 3.822 2.250 -0.710 0.44 -1.45 0.13
H 1.912 3.491 1.282 0.44 -1.10 0.51
H 1.241 4.209 0.340 -2.32 0.05 -1.96
H 2.844 3.816 0.081 0.52 -0.53 -1.10
H 2.339 -2.570 -0.542 -0.55 -1.74 0.34
S -3.516 0.121 -2.777 -0.67 1.28 -0.39
C -2.029 -0.707 -3.298 -2.87 1.51 4.01
C -2.085 -1.580 -4.257 3.49 -5.00 -7.72
C -0.836 -2.485 -4.392 -2.85 -0.21 -4.27
C -0.034 -2.509 -3.342 5.20 -4.66 -0.07
C -0.037 -1.766 -2.242 -4.09 2.78 5.20
C -1.269 -0.889 -2.122 2.00 0.92 3.13
N -1.825 -0.154 -0.916 5.84 -4.44 -3.12
C -2.845 0.570 -1.216 -0.47 -2.15 -3.00
C -3.159 1.546 -0.366 -5.78 3.64 -1.83
C -4.278 2.421 -0.738 -1.78 1.09 0.40
C -4.551 3.543 0.047 3.51 -1.65 1.81
C -3.773 3.876 1.188 1.27 -3.22 -0.15
C -2.831 2.888 1.535 2.03 0.08 1.85
C -2.472 1.758 0.757 1.93 0.88 3.81
H -2.689 -1.711 -5.300 0.72 1.07 3.09
H -0.479 -3.172 -5.426 -1.72 2.16 3.19
H 0.838 -3.371 -3.269 -1.97 2.04 -0.68
H 0.313 -2.136 -1.229 0.03 0.69 -1.75
H -5.121 2.306 -1.532 2.20 -0.46 0.86
H -4.988 4.399 -0.197 -3.38 2.83 -2.07
H -3.796 4.709 1.867 -0.67 0.58 -0.34
H -2.201 3.086 2.510 -1.17 -0.49 -1.84
N -0.625 -1.494 3.848 -0.70 1.61 -2.96
C -1.678 -1.736 3.019 -0.83 -0.41 0.44
N -2.659 -2.545 3.330 0.53 -1.22 1.79
N -3.553 -2.393 2.392 -1.61 -0.47 -0.70
N -3.180 -1.519 1.544 -0.08 0.29 -0.88
N -1.965 -1.087 1.911 0.49 0.66 -0.75
C 0.022 -0.312 3.679 1.19 -0.59 2.15
N 0.992 -0.054 4.583 -0.56 0.31 -1.05
N 1.414 1.138 4.207 0.48 1.56 -0.18
N 0.777 1.622 3.190 -0.29 -1.30 0.19
N -0.183 0.652 2.813 1.12 0.64 0.20
H -0.381 -2.095 4.557 0.52 -1.25 1.63
```
Positions in Å, forces in eV/Å.

[4]
Here is a molecular structure, C24H18N3O4PPd from the OMol25 dataset. Energies are from ωB97M-V/def2-TZVPD.

Summary:
- frontier orbital gap (alpha / beta) (eV) = 7.9 / 7.7
- E_tot (eV) = -50610.599
- multiplicity = 3
- LUMO level (alpha / beta) (Ha) = 0.00479 / -0.04779
- <S²> = 2.0071
- E_HOMO (alpha / beta) (eV) = -7.80 / -9.04

The geometry in XYZ format:
```
51
Properties=species:S:1:pos:R:3:forces:R:3
Pd -0.477 -0.787 0.642 -0.06 -0.05 0.00
O 2.044 -2.899 3.269 -0.03 -0.01 -0.01
C 1.187 -2.399 2.561 -0.02 0.00 0.00
O 1.248 -1.275 1.939 0.07 0.02 0.02
C -0.125 -3.178 2.373 0.02 0.01 -0.01
C -0.423 -4.388 2.974 0.04 0.03 0.01
C -1.656 -4.970 2.700 -0.02 -0.01 0.00
C -2.557 -4.348 1.843 -0.01 0.02 -0.01
C -2.191 -3.139 1.277 -0.03 0.01 -0.04
N -1.007 -2.611 1.561 -0.01 0.00 -0.01
C -3.061 -2.319 0.311 0.07 0.06 0.02
O -4.155 -2.765 0.014 0.00 -0.03 0.01
O -2.530 -1.219 -0.096 -0.05 -0.02 -0.01
H 0.306 -4.838 3.632 -0.01 -0.01 0.00
H -1.916 -5.916 3.157 0.00 0.00 0.00
H -3.525 -4.765 1.603 0.01 -0.01 0.01
N 1.373 0.714 -1.312 0.02 -0.07 -0.01
P 0.182 1.278 -0.224 -0.01 0.07 0.04
C -0.936 2.275 -1.230 0.03 0.00 0.00
C -0.502 3.420 -1.903 -0.01 -0.02 -0.03
C -1.370 4.107 -2.732 0.00 0.00 0.00
C -2.678 3.657 -2.889 0.00 -0.01 0.00
C -3.112 2.523 -2.223 0.00 0.01 0.02
C -2.243 1.825 -1.391 -0.06 0.02 0.03
C 1.102 2.417 0.829 -0.08 0.08 0.03
C 2.255 1.942 1.455 0.03 -0.05 0.00
C 2.929 2.742 2.362 -0.01 -0.02 -0.02
C 2.449 4.010 2.663 -0.02 0.03 0.00
C 1.287 4.474 2.064 0.03 0.02 0.02
C 0.609 3.680 1.152 0.03 -0.02 -0.03
C 1.433 -0.604 -1.718 -0.02 0.05 0.05
C 2.279 -1.010 -2.756 -0.02 -0.04 0.01
C 2.296 -2.339 -3.109 -0.02 0.00 0.02
C 1.479 -3.249 -2.439 0.02 0.02 -0.01
C 0.678 -2.771 -1.429 0.00 0.01 -0.01
N 0.657 -1.480 -1.077 0.04 -0.01 -0.06
H 1.929 1.368 -1.841 0.03 0.00 -0.01
H 0.513 3.780 -1.772 0.01 -0.01 0.00
H -1.033 4.993 -3.253 0.00 0.00 0.00
H -3.358 4.199 -3.534 0.00 0.00 0.00
H -4.129 2.174 -2.343 0.00 0.00 -0.01
H -2.586 0.931 -0.880 0.04 -0.03 -0.03
H 2.601 0.934 1.260 0.00 -0.02 0.01
H 3.819 2.367 2.849 0.00 0.00 -0.01
H 2.974 4.631 3.377 0.00 0.00 0.00
H 0.905 5.456 2.309 0.00 0.00 0.00
H -0.302 4.046 0.696 0.00 -0.01 0.01
H 2.902 -0.283 -3.259 0.00 0.00 0.00
H 2.945 -2.673 -3.908 0.00 -0.01 0.00
H 1.466 -4.297 -2.693 0.00 0.00 0.00
H 0.022 -3.421 -0.864 0.00 0.00 0.00
```
Positions in Å, forces in eV/Å.